Record 1
Computed, not measured: an isolated molecule of C18H32N2O6, with wB97M-V/def2-TZVPD.

Bonds (Å) are listed after each position.
Geometry (Å):
1 C -5.128 4.866 3.736  C2 1.507, H27 1.090, H28 1.090, H29 1.090
2 C -4.503 5.668 2.624  C1 1.507, O3 1.446, H30 1.089, H31 1.090
3 O -3.358 4.927 2.142  C2 1.446, C4 1.345
4 C -2.691 5.503 1.126  O3 1.345, O5 1.204, C6 1.512
5 O -2.992 6.562 0.637  C4 1.204
6 C -1.492 4.695 0.683  C4 1.512, N7 1.442, H32 1.090, H33 1.095
7 N -1.431 3.370 1.248  C6 1.442, C8 1.358, H34 1.005
8 C -0.853 2.342 0.574  N7 1.358, O9 1.221, C10 1.517
9 O -0.341 2.507 -0.522  C8 1.221
10 C -0.903 0.997 1.274  C8 1.517, C11 1.539, C26 1.535, H35 1.095
11 C 0.497 0.502 1.675  C10 1.539, C12 1.530, H36 1.094, H37 1.095
12 C 1.622 0.493 0.637  C11 1.530, C13 1.533, H38 1.092, H39 1.095
13 C 1.295 -0.095 -0.741  C12 1.533, N14 1.460, H40 1.086, H41 1.089
14 N 0.206 -1.067 -0.740  C13 1.460, C15 1.363, C25 1.461
15 C 0.323 -2.329 -0.240  N14 1.363, O16 1.223, C17 1.537
16 O -0.646 -2.995 0.094  C15 1.223
17 C 1.734 -2.932 -0.141  C15 1.537, O18 1.407, C19 1.540, H42 1.099
18 O 1.666 -4.194 0.477  C17 1.407, H43 0.964
19 C 2.332 -3.095 -1.551  C17 1.540, O20 1.418, C22 1.539, H44 1.099
20 O 3.730 -3.327 -1.505  C19 1.418, C21 1.406
21 C 4.497 -2.169 -1.287  O20 1.406, H45 1.089, H46 1.098, H47 1.098
22 C 1.670 -4.209 -2.381  C19 1.539, C23 1.527, C24 1.527, H48 1.095
23 C 2.277 -5.593 -2.158  C22 1.527, H49 1.090, H50 1.085, H51 1.092
24 C 1.752 -3.844 -3.861  C22 1.527, H52 1.093, H53 1.091, H54 1.092
25 C -1.146 -0.521 -0.844  N14 1.461, C26 1.522, H55 1.090, H56 1.089
26 C -1.721 -0.029 0.477  C10 1.535, C25 1.522, H57 1.092, H58 1.095
27 H -5.998 5.397 4.122  C1 1.090
28 H -5.453 3.890 3.377  C1 1.090
29 H -4.424 4.720 4.555  C1 1.090
30 H -5.188 5.823 1.791  C2 1.089
31 H -4.164 6.648 2.960  C2 1.090
32 H -1.520 4.615 -0.403  C6 1.090
33 H -0.606 5.290 0.930  C6 1.095
34 H -1.865 3.210 2.141  N7 1.005
35 H -1.448 1.131 2.216  C10 1.095
36 H 0.844 1.115 2.512  C11 1.094
37 H 0.366 -0.507 2.081  C11 1.095
38 H 1.992 1.508 0.481  C12 1.092
39 H 2.450 -0.068 1.081  C12 1.095
40 H 0.967 0.707 -1.396  C13 1.086
41 H 2.194 -0.525 -1.179  C13 1.089
42 H 2.371 -2.249 0.439  C17 1.099
43 H 1.027 -4.140 1.196  O18 0.964
44 H 2.149 -2.149 -2.080  C19 1.099
45 H 5.544 -2.465 -1.324  C21 1.089
46 H 4.312 -1.417 -2.065  C21 1.098
47 H 4.305 -1.712 -0.307  C21 1.098
48 H 0.615 -4.241 -2.086  C22 1.095
49 H 3.323 -5.603 -2.467  C23 1.090
50 H 2.223 -5.895 -1.118  C23 1.085
51 H 1.738 -6.324 -2.764  C23 1.092
52 H 2.795 -3.762 -4.176  C24 1.093
53 H 1.277 -4.612 -4.474  C24 1.091
54 H 1.256 -2.893 -4.070  C24 1.092
55 H -1.102 0.290 -1.571  C25 1.090
56 H -1.798 -1.302 -1.232  C25 1.089
57 H -1.867 -0.899 1.120  C26 1.092
58 H -2.713 0.389 0.276  C26 1.095

As for the orbital gap: 9.65 eV. The HOMO energy comes out at -0.340 hartree. For the relative energy (zero: lowest compared OMol25 entry of this formula, charge and spin), the calculation gives 4.9 kcal/mol. The SMILES is CCOC(=O)CNC(=O)[C@@H]1CCCN(C(=O)[C@@H](O)[C@@H](OC)C(C)C)CC1. The max |F| comes out at 0.4 eV/A. As for the total charge: 0.

***

Record 2
Computed, not measured: a 10-piece molecular cluster, C51H87F6N16O13S6 overall, with wB97M-V/def2-TZVPD.

Bonds (Å) are listed after each position.
Geometry (Å):
1 C -2.036 -0.466 -0.295  C2 1.549, H12 1.089, H13 1.092, H14 1.094
2 C -1.801 0.738 -1.241  C1 1.549, C3 1.556, N7 1.458, C11 1.576
3 C -2.631 1.962 -0.759  C2 1.556, C4 1.517, H15 1.088, H16 1.097
4 C -1.942 2.730 0.353  C3 1.517, C5 1.516, H17 1.092, H18 1.091
5 C -0.566 3.159 -0.116  C4 1.516, C6 1.547, H19 1.092, H20 1.092
6 C 0.297 1.925 -0.472  C5 1.547, N7 1.464, C9 1.558, C10 1.556
7 N -0.419 1.137 -1.477  C2 1.458, C6 1.464, O8 1.428
8 O 0.373 0.064 -1.985  N7 1.428
9 C 0.769 1.247 0.849  C6 1.558, H21 1.094, H22 1.091, H23 1.091
10 C 1.534 2.655 -1.069  C6 1.556, H24 1.088, H25 1.095, H26 1.099
11 C -2.479 0.415 -2.626  C2 1.576, H27 1.092, H28 1.090, H29 1.093
12 H -3.073 -0.796 -0.269  C1 1.089
13 H -1.775 -0.277 0.748  C1 1.092
14 H -1.322 -1.236 -0.598  C1 1.094
15 H -3.652 1.637 -0.566  C3 1.088
16 H -2.575 2.619 -1.635  C3 1.097
17 H -1.869 2.089 1.234  C4 1.092
18 H -2.532 3.618 0.585  C4 1.091
19 H -0.090 3.601 0.762  C5 1.092
20 H -0.689 3.928 -0.882  C5 1.092
21 H 1.585 0.524 0.764  C9 1.094
22 H -0.026 0.637 1.280  C9 1.091
23 H 1.090 1.962 1.609  C9 1.091
24 H 1.972 3.476 -0.505  C10 1.088
25 H 1.347 3.036 -2.078  C10 1.095
26 H 2.386 1.974 -1.202  C10 1.099
27 H -3.513 0.735 -2.769  C11 1.092
28 H -2.380 -0.637 -2.892  C11 1.090
29 H -1.968 1.064 -3.342  C11 1.093
30 C -3.294 -2.521 -4.739  C31 1.507, H38 1.095, H39 1.089, H40 1.091
31 C -4.752 -2.745 -4.427  C30 1.507, N32 1.472, H41 1.090, H42 1.087
32 N -5.286 -1.713 -3.524  C31 1.472, C33 1.372, C36 1.348
33 C -5.989 -0.631 -3.990  N32 1.372, C34 1.389, H43 1.077
34 C -6.422 0.037 -2.853  C33 1.389, N35 1.390, H44 1.078
35 N -5.862 -0.568 -1.734  C34 1.390, C36 1.345, C37 1.450
36 C -5.089 -1.565 -2.199  N32 1.348, N35 1.345, H45 1.079
37 C -6.110 -0.154 -0.366  N35 1.450, H46 1.087, H47 1.092, H48 1.090
38 H -2.921 -3.238 -5.479  C30 1.095
39 H -2.648 -2.689 -3.879  C30 1.089
40 H -3.075 -1.618 -5.310  C30 1.091
41 H -4.910 -3.673 -3.877  C31 1.090
42 H -5.398 -2.699 -5.300  C31 1.087
43 H -6.231 -0.649 -5.040  C33 1.077
44 H -6.978 0.950 -2.709  C34 1.078
45 H -4.650 -2.389 -1.657  C36 1.079
46 H -7.164 -0.354 -0.189  C37 1.087
47 H -5.893 0.911 -0.264  C37 1.092
48 H -5.422 -0.600 0.352  C37 1.090
49 C 5.021 -3.792 2.974  C50 1.513, H57 1.089, H58 1.092, H59 1.090
50 C 4.171 -5.026 2.765  C49 1.513, N51 1.462, H60 1.090, H61 1.094
51 N 2.788 -4.662 2.462  C50 1.462, C52 1.397, C55 1.350
52 C 1.719 -5.450 2.893  N51 1.397, C53 1.366, H62 1.077
53 C 0.587 -4.768 2.547  C52 1.366, N54 1.367, H63 1.083
54 N 0.959 -3.671 1.821  C53 1.367, C55 1.336, C56 1.435
55 C 2.281 -3.722 1.636  N51 1.350, N54 1.336, H64 1.078
56 C 0.109 -2.689 1.212  N54 1.435, H65 1.090, H66 1.090, H67 1.094
57 H 4.574 -3.110 3.696  C49 1.089
58 H 5.178 -3.249 2.040  C49 1.092
59 H 6.037 -4.028 3.290  C49 1.090
60 H 4.129 -5.679 3.638  C50 1.090
61 H 4.579 -5.719 2.023  C50 1.094
62 H 1.851 -6.262 3.589  C52 1.077
63 H -0.460 -5.024 2.651  C53 1.083
64 H 2.822 -2.915 1.168  C55 1.078
65 H -0.919 -3.048 1.264  C56 1.090
66 H 0.514 -2.413 0.238  C56 1.090
67 H 0.160 -1.785 1.826  C56 1.094
68 C -1.331 5.996 5.559  C69 1.526, H76 1.088, H77 1.091, H78 1.090
69 C -1.036 5.454 4.163  C68 1.526, N70 1.487, H79 1.089, H80 1.091
70 N 0.355 4.934 4.095  C69 1.487, C71 1.372, C74 1.343
71 C 0.896 4.001 4.943  N70 1.372, C72 1.392, H81 1.077
72 C 2.203 3.781 4.519  C71 1.392, N73 1.379, H82 1.076
73 N 2.381 4.456 3.330  C72 1.379, C74 1.361, C75 1.427
74 C 1.237 5.159 3.106  N70 1.343, N73 1.361, H83 1.077
75 C 3.484 4.335 2.433  N73 1.427, H84 1.092, H85 1.092, H86 1.087
76 H -1.773 5.263 6.231  C68 1.088
77 H -2.079 6.784 5.465  C68 1.091
78 H -0.443 6.487 5.956  C68 1.090
79 H -1.151 6.219 3.397  C69 1.089
80 H -1.779 4.697 3.906  C69 1.091
81 H 0.338 3.646 5.794  C71 1.077
82 H 2.889 3.020 4.848  C72 1.076
83 H 1.152 5.731 2.198  C74 1.077
84 H 4.216 5.139 2.540  C75 1.092
85 H 3.194 4.497 1.393  C75 1.092
86 H 3.949 3.353 2.484  C75 1.087
87 C 6.432 5.000 0.050  C88 1.552, H95 1.091, H96 1.091, H97 1.091
88 C 6.970 3.811 -0.790  C87 1.552, N89 1.439, H98 1.088, H99 1.090
89 N 6.170 2.628 -0.614  C88 1.439, C90 1.385, C93 1.324
90 C 6.266 1.859 0.534  N89 1.385, C91 1.400, H100 1.077
91 C 5.323 0.831 0.417  C90 1.400, N92 1.386, H101 1.079
92 N 4.770 0.996 -0.843  C91 1.386, C93 1.345, C94 1.450
93 C 5.249 2.115 -1.416  N89 1.324, N92 1.345, H102 1.077
94 C 3.646 0.291 -1.429  N92 1.450, H103 1.085, H104 1.091, H105 1.095
95 H 5.458 5.409 -0.219  C87 1.091
96 H 7.077 5.876 -0.030  C87 1.091
97 H 6.421 4.758 1.114  C87 1.091
98 H 7.996 3.581 -0.512  C88 1.088
99 H 6.957 4.046 -1.854  C88 1.090
100 H 6.843 2.224 1.367  C90 1.077
101 H 5.036 -0.036 0.990  C91 1.079
102 H 5.001 2.505 -2.389  C93 1.077
103 H 3.222 0.793 -2.292  C94 1.085
104 H 2.904 0.029 -0.674  C94 1.091
105 H 4.013 -0.695 -1.734  C94 1.095
106 C -2.645 4.392 -5.905  C107 1.521, H114 1.091, H115 1.089, H116 1.088
107 C -1.934 4.049 -4.604  C106 1.521, N108 1.495, H117 1.088, H118 1.088
108 N -0.486 3.775 -4.859  C107 1.495, C109 1.379, C112 1.352
109 C 0.413 4.631 -5.459  N108 1.379, C110 1.346, H119 1.077
110 C 1.590 3.984 -5.556  C109 1.346, N111 1.359, H120 1.077
111 N 1.429 2.749 -5.012  C110 1.359, C112 1.348, C113 1.431
112 C 0.186 2.658 -4.500  N108 1.352, N111 1.348, H121 1.083
113 C 2.461 1.783 -4.789  N111 1.431, H122 1.089, H123 1.092, H124 1.090
114 H -2.543 3.607 -6.656  C106 1.091
115 H -2.155 5.291 -6.275  C106 1.089
116 H -3.720 4.511 -5.787  C106 1.088
117 H -2.309 3.133 -4.152  C107 1.088
118 H -1.983 4.892 -3.917  C107 1.088
119 H 0.123 5.590 -5.853  C109 1.077
120 H 2.508 4.297 -6.026  C110 1.077
121 H -0.212 1.790 -3.988  C112 1.083
122 H 2.322 0.781 -5.193  C113 1.089
123 H 2.624 1.678 -3.715  C113 1.092
124 H 3.391 2.107 -5.257  C113 1.090
125 C 0.804 -1.962 -4.723  N126 1.463, H139 1.088, H140 1.087, H141 1.090
126 N 0.767 -3.045 -3.740  C125 1.463, C127 1.327, C131 1.349
127 C -0.227 -3.062 -2.861  N126 1.327, C128 1.405, H142 1.083
128 C -0.336 -4.150 -1.979  C127 1.405, C129 1.393, H143 1.081
129 C 0.643 -5.140 -1.944  C128 1.393, C130 1.397, C132 1.486
130 C 1.776 -4.953 -2.740  C129 1.397, C131 1.384, H144 1.080
131 C 1.813 -3.889 -3.624  N126 1.349, C130 1.384, H145 1.081
132 C 0.508 -6.304 -1.029  C129 1.486, C133 1.402, C137 1.396
133 C 1.626 -6.894 -0.422  C132 1.402, C134 1.389, H146 1.081
134 C 1.491 -7.839 0.588  C133 1.389, N135 1.362, H147 1.080
135 N 0.252 -8.225 0.999  C134 1.362, C136 1.348, C138 1.462
136 C -0.847 -7.627 0.498  N135 1.348, C137 1.380, H148 1.081
137 C -0.725 -6.665 -0.484  C132 1.396, C136 1.380, H149 1.081
138 C 0.165 -9.133 2.142  N135 1.462, H150 1.087, H151 1.088, H152 1.090
139 H 1.639 -1.336 -4.415  C125 1.088
140 H -0.096 -1.353 -4.727  C125 1.087
141 H 0.951 -2.351 -5.730  C125 1.090
142 H -0.869 -2.190 -2.807  C127 1.083
143 H -1.148 -4.128 -1.266  C128 1.081
144 H 2.632 -5.610 -2.694  C130 1.080
145 H 2.575 -3.764 -4.380  C131 1.081
146 H 2.626 -6.515 -0.580  C133 1.081
147 H 2.310 -8.231 1.172  C134 1.080
148 H -1.834 -7.836 0.886  C136 1.081
149 H -1.655 -6.199 -0.780  C137 1.081
150 H 0.866 -9.959 2.051  C138 1.087
151 H -0.846 -9.531 2.196  C138 1.088
152 H 0.352 -8.547 3.041  C138 1.090
153 N -6.437 3.680 3.777  S154 1.516, S158 1.660
154 S -6.997 4.980 3.233  N153 1.516, O155 1.456, O156 1.446, F157 1.625, S158 2.356
155 O -7.463 5.017 1.854  S154 1.456
156 O -6.533 6.226 3.802  S154 1.446
157 F -8.387 4.813 4.060  S154 1.625
158 S -5.410 3.399 2.504  N153 1.660, S154 2.356, O159 1.450, O160 1.456, F161 1.622
159 O -4.219 4.222 2.435  S158 1.450
160 O -5.943 2.637 1.383  S158 1.456
161 F -4.645 2.174 3.242  S158 1.622
162 N 3.340 -0.726 5.166  S163 1.543, S167 1.678
163 S 1.839 -0.370 5.115  N162 1.543, O164 1.444, O165 1.439, F166 1.619, S167 2.356
164 O 1.017 -1.345 4.437  S163 1.444
165 O 1.500 1.028 5.112  S163 1.439
166 F 1.509 -0.906 6.607  S163 1.619
167 S 3.653 -0.120 3.633  N162 1.678, S163 2.356, O168 1.431, O169 1.448, F170 1.612
168 O 3.661 1.303 3.487  S167 1.431
169 O 3.206 -0.966 2.544  S167 1.448
170 F 5.244 -0.381 3.628  S167 1.612
171 N -3.826 -2.203 4.458  S172 1.666, S176 1.501
172 S -2.851 -3.549 4.574  N171 1.666, O173 1.448, O174 1.452, F175 1.614, S176 2.358
173 O -1.753 -3.488 5.516  S172 1.448
174 O -2.729 -4.442 3.435  S172 1.452
175 F -3.910 -4.375 5.469  S172 1.614
176 S -3.220 -1.677 3.189  N171 1.501, S172 2.358, O177 1.461, O178 1.454, F179 1.598
177 O -3.554 -2.332 1.927  S176 1.461
178 O -1.872 -1.147 3.314  S176 1.454
179 F -3.966 -0.282 2.960  S176 1.598

As for the orbital gap: 2.83 eV. The HOMO energy comes out at -0.443 hartree. For the relative energy (zero: lowest compared OMol25 entry of this formula, charge and spin), the calculation gives 0.0 kcal/mol. The max |F| comes out at 8.7 eV/A. As for the total charge: +3.